Below is a 2-piece molecular cluster, CH6NO3P overall at a distorted geometry, with properties calculated with ωB97M-V/def2-TZVPD.

```
12
Properties=species:S:1:pos:R:3:forces:R:3
C 1.8915 0.6583 0.1884 0.559 1.556 1.988
N -2.7118 -0.0818 0.6838 0.735 -0.758 -1.104
O -1.2876 -2.0388 -0.5642 0.507 -0.111 -0.468
O -0.9339 0.4387 -1.2321 0.611 -3.269 0.294
O 1.1038 -0.4475 0.6037 0.407 -0.080 -0.653
P -1.6138 -0.6540 -0.2771 -0.962 1.195 0.339
H 1.4449 1.4795 0.8396 0.942 -0.487 -1.270
H 1.9362 0.9262 -0.8690 -0.810 -0.278 -0.113
H 2.9817 0.5471 0.4551 -1.044 -0.049 0.168
H -3.2599 -0.9334 0.9153 0.327 0.691 0.354
H 1.6412 -1.2154 0.4174 -0.269 -0.663 -0.036
H -1.1924 1.3212 -1.1608 -1.003 2.253 0.501
```
Forces are in eV/Å.

Summary:
LUMO level: 0.0089 Ha
Total charge: 0
Frontier orbital gap: 10.594 eV
ΔE to the lowest compared entry with this formula, charge and spin: 73.5 kJ/mol
E_tot: -18055.74226 eV
Largest force on an atom: 3.34 eV/Å

Here are the natural (NBO) charges for atoms 1 to 4, given in e: atom 1 (C): -0.263, atom 2 (N): -1.241, atom 3 (O): -1.023, atom 4 (O): -0.966